Version a
12
Properties=species:S:1:pos:R:3 method="wB97M-V/def2-TZVPD" smiles="NC(=O)C[NH3+]" orbital_gap_ev=11.6 total_charge=+1 lumo_energy_ev=-3.7
N 0.22 -0.67 1.74
C 0.14 -0.43 0.43
O 0.70 -1.08 -0.41
C -0.67 0.76 -0.08
N -0.15 0.97 -1.45
H -0.34 -0.22 2.43
H 0.88 -1.37 2.02
H -1.70 0.42 -0.20
H -0.75 1.66 0.54
H 0.33 1.85 -1.66
H 0.47 0.19 -1.56
H -0.91 0.86 -2.11

=====

Version b
12
Properties=species:S:1:pos:R:3 method="wB97M-V/def2-TZVPD" orbital_gap_ev=10.8 total_charge=+1 lumo_energy_ev=-4.8
C 1.24 0.70 0.31
C -1.63 0.24 -0.08
N 1.62 -0.39 -0.19
N -1.08 -0.87 0.23
O 1.31 -1.64 -0.07
H 0.71 0.68 1.20
H 1.76 1.62 -0.07
H -2.64 0.23 -0.37
H -0.95 1.12 0.06
H -1.67 -1.62 0.37
H 2.27 -0.32 -1.00
H 0.37 -1.69 0.30

=====

Version c
12
Properties=species:S:1:pos:R:3 method="wB97M-V/def2-TZVPD" smiles="CC(=[NH2+])NO" orbital_gap_ev=12.1 total_charge=+1 lumo_energy_ev=-3.6
C 0.69 1.57 0.22
C -0.13 0.02 -0.20
N -1.41 -0.08 -0.14
N 0.67 -0.99 -0.19
O 0.18 -2.29 -0.36
H 0.19 2.46 -0.15
H 0.69 1.57 1.31
H 1.74 1.51 -0.11
H -1.94 0.66 0.17
H -1.89 -0.85 -0.60
H 1.66 -1.10 -0.33
H -0.46 -2.48 0.37

=====

Version d
12
Properties=species:S:1:pos:R:3 method="wB97M-V/def2-TZVPD" orbital_gap_ev=10.5 total_charge=+1 lumo_energy_ev=-4.5
C -0.29 -0.49 -2.42
N -0.85 0.44 -1.72
H -0.11 -0.38 -3.48
H 0.04 -1.43 -1.96
H -0.89 0.14 -0.66
H -1.18 1.34 -2.15
C 0.07 -0.22 1.71
N 1.05 0.34 2.43
O 0.03 -0.23 0.44
H -0.74 -0.53 2.34
H 1.00 0.32 3.45
H 1.88 0.69 2.02

=====

version a (15.4 kcal/mol below the next structure)

=====

Version a
19
Properties=species:S:1:pos:R:3 method="wB97M-V/def2-TZVPD" orbital_gap_ev=7.0 total_charge=+1 lumo_energy_ev=-4.9
C 0.09 2.44 0.15
C -0.33 -0.59 -1.60
C -0.58 -1.21 0.70
C 0.79 0.40 -1.09
C 1.35 0.01 0.24
N 0.76 2.16 1.18
N -0.03 1.67 -1.00
N -1.03 -1.16 -0.56
N 0.63 -0.83 1.01
N -1.32 -1.76 1.66
O -0.65 -0.76 -2.72
I 3.41 0.04 0.37
H -0.52 3.26 -0.02
H 1.61 0.65 -1.90
H -0.01 2.03 -1.93
H -1.86 -1.72 -0.71
H 1.12 -1.00 1.88
H -2.34 -1.84 1.70
H -1.10 -1.79 2.62

=====

Version b
19
Properties=species:S:1:pos:R:3 method="wB97M-V/def2-TZVPD" smiles="NC1=N[C@@]2(I)NC=[NH+][C@H]2C(=O)N1" orbital_gap_ev=9.1 total_charge=+1 lumo_energy_ev=-4.0
N -2.25 1.48 -1.49
C -1.16 0.89 -0.93
N -0.69 1.34 0.16
C 0.38 0.71 0.76
I 1.75 2.28 1.60
N -0.03 -0.13 1.83
C 0.80 -1.12 1.90
N 1.59 -1.33 0.89
C 1.13 -0.33 -0.14
C 0.28 -1.01 -1.23
O 0.58 -2.07 -1.62
N -0.68 -0.25 -1.66
H -2.52 2.27 -1.01
H -2.35 1.35 -2.45
H -0.54 0.23 2.70
H 0.86 -1.86 2.67
H 2.11 -2.19 0.94
H 2.00 0.21 -0.59
H -1.27 -0.48 -2.33

=====

version b (72.7 kcal/mol below the next structure)

=====

Version a
8
Properties=species:S:1:pos:R:3 method="wB97M-V/def2-TZVPD" orbital_gap_ev=8.4 lumo_energy_ev=-0.7
C 0.69 -0.56 -0.46
C -0.07 0.43 0.39
O -1.08 1.01 -0.42
S 1.23 -0.28 -1.94
Br 1.09 -2.27 0.32
H 0.48 1.24 0.92
H -0.47 -0.23 1.13
H -1.87 0.66 0.06

=====

Version b
8
Properties=species:S:1:pos:R:3 method="wB97M-V/def2-TZVPD" orbital_gap_ev="6.8 / 6.8" lumo_energy_ev="-2.3 / -2.3"
C 1.47 -2.03 0.81
C 0.09 -0.24 0.00
O 1.23 -1.01 0.20
S 3.29 -1.11 3.06
Br -0.14 -2.93 1.35
H 0.05 0.69 0.68
H -0.76 -0.87 0.28
H -0.06 -0.08 -1.14

=====

version a (107.3 kcal/mol below the next structure)

=====

Version a
140
Properties=species:S:1:pos:R:3 method="wB97M-V/def2-TZVPD" smiles=COCCNCCOC.COCCNCCOC.COCCNCCOC.COCCNCCOC.COCCNCCOC.OCCO.OCCO orbital_gap_ev=9.0 lumo_energy_ev=0.4
C -4.15 26.47 -4.64
O -3.45 25.26 -4.72
C -3.60 24.62 -5.97
C -3.15 23.18 -5.84
N -1.68 23.07 -5.89
C -1.21 22.60 -7.21
C 0.26 22.25 -7.14
O 0.43 21.24 -6.17
C 1.78 20.95 -5.93
H -4.23 26.78 -3.60
H -5.17 26.34 -5.03
H -3.61 27.28 -5.16
H -2.98 25.12 -6.73
H -4.64 24.68 -6.30
H -3.67 22.56 -6.58
H -3.47 22.82 -4.87
H -1.44 22.32 -5.26
H -1.36 23.40 -7.93
H -1.83 21.74 -7.49
H 0.90 23.12 -7.01
H 0.50 21.78 -8.11
H 1.84 20.03 -5.35
H 2.28 21.73 -5.34
H 2.34 20.87 -6.87
C -4.63 18.62 -25.42
O -3.76 19.71 -25.53
C -3.21 20.14 -24.29
C -3.36 21.64 -24.19
N -2.96 22.09 -22.86
C -3.05 23.49 -22.64
C -2.54 23.82 -21.25
O -2.91 25.09 -20.83
C -2.09 25.55 -19.81
H -4.82 18.22 -26.41
H -5.57 18.88 -24.92
H -4.15 17.77 -24.91
H -2.15 19.83 -24.27
H -3.61 19.64 -23.40
H -4.41 21.89 -24.30
H -2.74 22.11 -24.96
H -2.06 21.70 -22.59
H -4.07 23.91 -22.69
H -2.50 24.11 -23.37
H -1.44 23.69 -21.23
H -2.91 23.04 -20.56
H -2.44 26.47 -19.34
H -1.05 25.71 -20.11
H -2.07 24.84 -18.96
C -3.57 18.60 -14.69
O -3.42 18.52 -13.30
C -4.58 18.84 -12.54
C -5.62 17.76 -12.61
N -5.36 16.58 -11.81
C -4.09 15.91 -11.92
C -3.90 15.19 -13.24
O -4.93 14.22 -13.36
C -4.93 13.60 -14.62
H -4.08 19.52 -14.99
H -4.12 17.75 -15.12
H -2.58 18.55 -15.14
H -4.99 19.79 -12.92
H -4.24 18.99 -11.51
H -5.91 17.56 -13.66
H -6.55 18.20 -12.23
H -6.11 15.92 -11.96
H -4.03 15.20 -11.09
H -3.24 16.58 -11.76
H -2.93 14.68 -13.30
H -4.03 15.92 -14.04
H -4.85 14.36 -15.41
H -5.87 13.07 -14.73
H -4.10 12.88 -14.73
C -3.22 23.51 -10.99
O -3.10 23.57 -12.37
C -2.94 22.27 -12.93
C -2.88 22.34 -14.42
N -1.59 22.95 -14.82
C -1.46 23.16 -16.28
C -1.52 21.86 -17.05
O -2.89 21.49 -17.17
C -3.17 20.60 -18.22
H -4.09 22.89 -10.67
H -3.47 24.51 -10.63
H -2.37 23.05 -10.47
H -3.78 21.66 -12.59
H -2.02 21.82 -12.54
H -3.77 22.84 -14.81
H -2.80 21.32 -14.82
H -1.61 23.88 -14.42
H -0.47 23.61 -16.35
H -2.22 23.84 -16.69
H -0.97 21.10 -16.49
H -1.11 22.00 -18.05
H -2.44 20.57 -19.03
H -4.09 20.91 -18.74
H -3.36 19.58 -17.87
C -2.70 26.43 -14.12
O -2.15 27.34 -13.20
C -2.56 28.66 -13.44
C -1.91 29.59 -12.45
N -2.78 30.71 -12.11
C -3.08 31.58 -13.26
C -3.69 32.88 -12.76
O -2.85 33.59 -11.89
C -1.72 34.16 -12.49
H -2.58 25.44 -13.68
H -2.21 26.50 -15.10
H -3.78 26.58 -14.20
H -3.66 28.69 -13.37
H -2.33 28.97 -14.48
H -0.93 29.93 -12.83
H -1.78 29.01 -11.53
H -2.33 31.29 -11.42
H -3.80 31.07 -13.90
H -2.16 31.78 -13.82
H -4.64 32.73 -12.24
H -3.98 33.47 -13.65
H -1.18 34.71 -11.72
H -2.00 34.82 -13.32
H -0.98 33.44 -12.86
O -0.32 17.44 -19.17
C -0.84 16.36 -18.41
C -2.31 16.60 -18.17
O -2.87 15.63 -17.31
H 0.28 17.93 -18.62
H -0.70 15.42 -18.95
H -0.34 16.20 -17.45
H -2.83 16.64 -19.13
H -2.43 17.63 -17.81
H -3.80 15.50 -17.51
O 1.57 20.36 -12.68
C 0.20 19.92 -12.62
C 0.14 18.56 -13.22
O 0.67 18.58 -14.55
H 1.99 20.39 -11.82
H -0.12 19.89 -11.57
H -0.33 20.73 -13.13
H -0.83 18.06 -13.19
H 0.84 17.96 -12.62
H 1.57 18.88 -14.43

=====

Version b
140
Properties=species:S:1:pos:R:3 method="wB97M-V/def2-TZVPD" smiles=COCCNCCOC.COCCNCCOC.COCCNCCOC.COCCNCCOC.COCCNCCOC.OCCO.OCCO orbital_gap_ev=9.4 lumo_energy_ev=0.7
C 4.16 -1.23 1.15
O 4.42 0.19 1.36
C 4.84 0.46 2.70
C 5.20 1.96 2.75
N 4.00 2.82 2.62
C 4.30 4.24 2.43
C 3.07 5.11 2.14
O 2.59 4.78 0.92
C 1.27 5.01 0.61
H 3.33 -1.55 1.78
H 5.04 -1.81 1.43
H 3.94 -1.38 0.09
H 5.73 -0.12 2.94
H 3.97 0.19 3.31
H 5.96 2.25 2.03
H 5.66 2.16 3.72
H 3.48 2.51 1.81
H 4.96 4.50 1.60
H 4.90 4.69 3.21
H 3.25 6.18 2.06
H 2.32 4.97 2.91
H 0.97 4.59 -0.35
H 0.95 6.04 0.70
H 0.62 4.37 1.21
C -0.45 -5.07 5.10
O -0.89 -4.26 4.03
C 0.07 -3.94 3.01
C -0.62 -3.11 1.90
N -1.46 -3.86 0.98
C -2.76 -4.26 1.58
C -3.35 -5.31 0.66
O -2.78 -6.62 0.77
C -3.55 -7.49 -0.01
H 0.50 -4.67 5.45
H -0.40 -6.12 4.81
H -1.19 -5.16 5.90
H 0.41 -4.87 2.57
H 0.91 -3.38 3.42
H 0.25 -2.74 1.36
H -1.12 -2.22 2.26
H -0.87 -4.61 0.67
H -3.40 -3.40 1.77
H -2.56 -4.72 2.55
H -3.31 -4.91 -0.35
H -4.43 -5.24 0.77
H -3.18 -8.51 -0.03
H -3.69 -7.26 -1.07
H -4.46 -7.66 0.57
C 0.76 3.15 -3.25
O -0.26 3.36 -4.21
C 0.13 3.13 -5.54
C -0.86 3.71 -6.57
N -0.88 5.15 -6.45
C -1.94 5.76 -7.27
C -1.95 7.27 -7.13
O -2.29 7.62 -5.79
C -2.75 8.96 -5.70
H 1.61 3.81 -3.43
H 1.05 2.10 -3.24
H 0.35 3.45 -2.29
H 0.21 2.05 -5.56
H 1.09 3.56 -5.81
H -1.87 3.33 -6.42
H -0.56 3.41 -7.58
H -1.06 5.41 -5.49
H -2.92 5.35 -7.02
H -1.79 5.48 -8.31
H -2.72 7.65 -7.80
H -0.98 7.70 -7.37
H -2.92 9.20 -4.65
H -3.67 9.08 -6.27
H -2.05 9.73 -6.02
C 2.59 -0.63 -3.07
O 1.80 -1.88 -3.10
C 0.72 -1.77 -2.17
C 0.06 -3.14 -2.08
N -0.55 -3.68 -3.27
C -1.02 -5.07 -3.07
C -1.76 -5.62 -4.28
O -1.02 -5.79 -5.53
C -1.01 -4.70 -6.45
H 1.85 0.16 -2.95
H 2.98 -0.35 -4.05
H 3.46 -0.62 -2.41
H -0.01 -1.01 -2.43
H 1.09 -1.34 -1.24
H -0.66 -3.04 -1.26
H 0.81 -3.79 -1.62
H 0.19 -3.77 -3.94
H -1.65 -5.04 -2.18
H -0.25 -5.80 -2.84
H -2.58 -4.93 -4.44
H -2.16 -6.59 -3.98
H -0.39 -3.94 -5.98
H -2.02 -4.29 -6.59
H -0.50 -5.02 -7.35
C -1.22 2.69 8.21
O -1.56 2.13 6.93
C -1.01 2.89 5.83
C -0.87 2.12 4.47
N 0.07 0.98 4.49
C 0.01 0.10 5.61
C 0.89 -1.19 5.39
O 2.24 -0.87 5.69
C 3.13 -1.92 5.16
H -0.16 2.89 8.27
H -1.43 1.93 8.97
H -1.73 3.63 8.40
H 0.00 3.23 6.06
H -1.58 3.78 5.58
H -0.56 2.79 3.66
H -1.87 1.83 4.15
H 1.03 1.30 4.49
H -0.97 -0.22 5.98
H 0.39 0.68 6.45
H 0.72 -1.48 4.35
H 0.60 -1.94 6.13
H 2.93 -2.11 4.11
H 2.97 -2.91 5.61
H 4.12 -1.51 5.37
O -2.18 -1.32 -0.30
C -3.41 -1.21 -1.01
C -3.40 -1.57 -2.52
O -3.20 -2.96 -2.75
H -2.14 -2.19 0.10
H -4.20 -1.79 -0.53
H -3.75 -0.17 -0.93
H -2.62 -0.93 -2.93
H -4.37 -1.29 -2.94
H -2.29 -3.14 -2.96
O -0.44 1.02 -0.64
C 0.23 1.51 0.50
C 1.19 0.53 1.15
O 0.58 -0.30 2.12
H -1.08 0.34 -0.41
H 0.87 2.32 0.14
H -0.43 2.02 1.21
H 2.05 0.97 1.66
H 1.66 -0.07 0.38
H 0.53 0.13 2.97

=====

version a (14.6 kcal/mol below the next structure)

=====

Version a
22
Properties=species:S:1:pos:R:3 method="wB97M-V/def2-TZVPD" orbital_gap_ev=9.7 lumo_energy_ev=1.0
C -1.61 1.17 -0.94
C -1.65 0.50 1.37
N -2.00 0.14 0.01
N -1.46 -1.58 -0.50
N -2.54 -2.01 -0.60
H -3.12 -1.03 -0.31
H -2.17 2.10 -0.75
H -0.54 1.39 -0.85
H -2.22 1.39 1.69
H -1.83 0.84 -1.96
H -0.58 0.73 1.45
H -1.90 -0.32 2.04
C 2.29 0.06 -1.21
C 2.25 -0.61 1.12
N 1.47 -0.17 -0.03
H 0.74 -0.84 -0.23
H 1.58 -0.81 1.96
H 2.89 -0.82 -1.51
H 1.64 0.33 -2.05
H 2.97 0.89 -1.04
H 2.85 -1.51 0.93
H 2.93 0.19 1.43

=====

Version b
22
Properties=species:S:1:pos:R:3 method="wB97M-V/def2-TZVPD" smiles="[H]/N=C/NC.CNCN" orbital_gap_ev=9.8 lumo_energy_ev=0.8
H 4.01 0.58 0.86
N 3.10 0.39 1.25
C 2.71 -0.70 0.65
N 1.54 -1.31 0.93
C 1.08 -2.49 0.26
H 3.26 -1.30 -0.04
H 0.90 -0.71 1.45
H 0.22 -2.33 -0.46
H 1.96 -2.87 -0.36
H 0.93 -3.37 0.96
C -1.40 1.82 0.81
N -2.25 0.78 0.19
C -1.77 0.40 -1.17
N -1.73 1.44 -2.17
H -1.58 1.79 1.88
H -0.32 1.57 0.68
H -1.60 2.78 0.40
H -2.20 -0.07 0.74
H -2.37 -0.43 -1.61
H -0.71 -0.02 -1.15
H -2.69 1.85 -2.24
H -1.09 2.19 -1.84

=====

Version c
22
Properties=species:S:1:pos:R:3 method="wB97M-V/def2-TZVPD" orbital_gap_ev=8.2 lumo_energy_ev=1.0
C 1.54 0.38 -1.22
C 1.93 0.59 1.13
N 0.94 0.46 0.09
H -0.42 1.28 0.21
H 0.79 0.25 -1.99
H 1.46 0.58 2.12
H 2.24 -0.47 -1.30
H 2.11 1.29 -1.48
H 2.51 1.52 1.06
H 2.67 -0.24 1.10
C -1.07 -1.63 -0.51
C -0.96 -0.47 0.43
N -2.12 0.88 -1.12
N -0.95 -0.77 1.77
N -1.45 0.78 0.15
H -1.60 1.51 -1.71
H -3.02 1.31 -0.94
H -0.92 0.03 2.38
H -0.34 -1.53 2.05
H -0.42 -2.44 -0.19
H -2.11 -1.98 -0.53
H -0.81 -1.33 -1.52

=====

version b (50.4 kcal/mol below the next structure)

=====

Version a
9
Properties=species:S:1:pos:R:3 method="wB97M-V/def2-TZVPD" smiles="NN[P@H](=O)[O-]" orbital_gap_ev=8.7 total_charge=-1 lumo_energy_ev=4.4
N -0.53 0.45 -1.33
N -0.67 0.43 0.19
P 0.62 -0.56 0.90
O 0.14 -1.94 1.14
O 1.12 0.39 2.23
H -0.42 -0.49 -1.82
H -1.42 0.80 -1.67
H -0.40 1.36 0.58
H 1.57 -0.44 -0.22

=====

Version b
9
Properties=species:S:1:pos:R:3 method="wB97M-V/def2-TZVPD" orbital_gap_ev=8.7 total_charge=-1 lumo_energy_ev=4.2
N -2.46 -0.76 0.23
N -1.47 1.60 -0.75
O 0.09 -0.27 0.11
O 2.77 -0.44 -0.09
P -1.28 0.20 -0.11
H -2.08 -1.68 0.23
H 2.55 -0.51 -1.01
H 1.79 -0.43 0.23
H -2.36 1.75 -0.41

=====

version b (21.3 kcal/mol below the next structure)

=====

Version a
9
Properties=species:S:1:pos:R:3 method="wB97M-V/def2-TZVPD" orbital_gap_ev=9.0 total_charge=-1 lumo_energy_ev=4.6
N -1.59 -0.06 0.17
N -0.41 0.69 0.04
O 1.23 -1.48 -0.05
O 2.19 0.81 -0.01
P 1.09 -0.06 -0.49
H -1.29 -1.00 0.40
H -2.35 0.09 0.79
H 0.24 0.92 1.14
H 0.89 0.09 -1.99

=====

Version b
9
Properties=species:S:1:pos:R:3 method="wB97M-V/def2-TZVPD" smiles="NP(N)(=O)[O-]" orbital_gap_ev=9.0 total_charge=-1 lumo_energy_ev=4.3
N 2.00 0.24 0.02
P -0.08 -0.27 -0.28
N -1.84 0.65 -0.04
O -0.26 -1.27 0.79
O -0.11 -0.61 -1.74
H 2.14 -0.36 -0.74
H 1.92 -0.20 0.98
H -1.73 1.71 0.24
H -2.03 0.11 0.78

=====

Version c
9
Properties=species:S:1:pos:R:3 method="wB97M-V/def2-TZVPD" smiles="NN[P@H](=O)[O-]" orbital_gap_ev=9.5 total_charge=-1 lumo_energy_ev=4.7
N 0.17 -1.12 -1.20
N -0.28 -0.72 0.13
P -0.01 0.85 0.77
O 1.04 1.53 0.00
O -0.06 0.66 2.27
H -0.58 -0.69 -1.74
H 0.99 -0.52 -1.61
H 0.00 -1.58 0.92
H -1.27 1.59 0.45

=====

version c (4.4 kcal/mol below the next structure)